1.
Entry from the Open Molecules 2025 dataset: an isolated ion of composition C5H13N3S2 and charge +2 in a non-equilibrium geometry (ωB97M-V/def2-TZVPD).

```
23
Properties=species:S:1:pos:R:3:forces:R:3
H -0.7876 1.3343 2.6858 -0.64 0.35 -0.11
H -2.6805 0.7606 1.3168 -0.19 0.83 0.34
S -2.7231 1.5939 -1.1230 2.77 1.09 2.10
N 0.2302 -0.5368 -0.2949 1.50 -0.28 -0.60
H 2.0667 0.3486 -2.2087 -0.57 -0.75 -1.82
C 1.6357 -0.4531 -0.1776 0.83 0.37 0.13
H -0.2622 1.3312 -0.2151 -0.58 0.52 0.27
S -2.1605 -1.2362 0.4256 0.80 0.19 -0.33
H 0.4849 2.1700 1.7501 0.00 1.26 -0.26
C 2.3080 0.4739 -1.2101 -1.11 2.53 3.30
C -0.1715 1.3327 1.7982 2.53 -1.11 3.86
H 0.6071 0.5818 2.1048 -0.61 0.00 -0.32
N -0.3724 -2.6927 -0.8265 -1.01 0.06 0.43
C -2.0717 0.7113 0.4274 -2.08 -0.76 -1.91
H 1.8650 -0.2632 0.9212 -0.03 0.35 -1.27
N -0.7631 1.0262 0.6201 -0.50 2.26 -2.13
H 2.1192 -1.3716 -0.3243 0.31 -2.04 -0.05
H 3.3416 0.4377 -1.0259 1.51 -0.49 -0.07
H 2.1036 1.5378 -0.9355 -0.16 -0.52 -0.40
H -3.6373 0.7835 -1.4105 -2.08 -2.00 -0.53
H 0.4786 -2.9248 -1.1692 3.34 -0.95 -1.38
C -0.5728 -1.5419 -0.3137 -2.54 0.43 0.81
H -1.0379 -3.4034 -0.8149 -1.48 -1.34 -0.08
```
Positions in Å, forces in eV/Å.

Values from the calculation:
* <S²>: 2.023
* HOMO energy (alpha / beta): -17.6 / -17.5 eV
* spin multiplicity: 3
* energy: -31513.9752 eV
* net charge: +2



2.
Entry from the Open Molecules 2025 dataset: a 2-piece molecular cluster, C9H28B2N2O6P overall (ωB97M-V/def2-TZVPD).

```
48
Properties=species:S:1:pos:R:3:forces:R:3
H 2.8860 -1.7469 2.1955 0.05 -0.06 0.00
O -2.9900 3.2113 1.5991 -0.01 0.00 -0.02
B 1.3587 0.5971 -2.7661 0.19 0.21 -0.13
C 3.0431 -1.2195 1.2489 -0.04 -0.05 0.07
C -1.9045 -1.2495 1.0737 0.10 -0.04 0.02
H 3.0816 -2.6842 -0.3105 -0.08 -0.06 -0.05
H 4.7083 -0.2118 0.5755 -0.04 -0.05 -0.11
O 0.9482 1.8844 -2.3644 -0.73 -0.48 0.44
H 0.2948 -5.3456 -2.0826 -0.02 -0.01 0.01
H 1.5050 -2.5042 0.4892 -0.07 0.00 -0.13
C 1.1013 -2.1904 -2.4394 0.07 0.00 -0.11
N 4.4988 -1.0766 1.0585 0.08 -0.07 0.05
H -2.4980 -0.3432 1.2007 -0.02 -0.01 0.02
C 0.1838 -4.3521 -2.5219 0.02 -0.02 -0.08
H -1.1767 -1.2622 1.8879 0.02 -0.01 0.01
H 0.0367 2.0747 -2.6267 0.36 0.26 -0.32
H -1.8537 2.7834 -0.0173 0.00 -0.03 0.02
H -5.4498 3.9269 4.8902 0.00 0.00 0.00
O -4.2540 3.5947 3.3075 0.01 0.00 -0.01
H 2.5683 -0.2339 1.3609 -0.04 -0.02 0.10
H -2.5505 -2.1198 1.2149 -0.13 0.08 -0.03
H -3.7286 3.7175 5.3147 0.01 0.01 0.00
H 0.8393 1.2885 0.1618 0.09 -0.18 0.14
H 2.4309 0.4400 -0.5739 0.01 0.01 0.04
C -4.4274 4.1593 4.6063 -0.03 -0.02 0.00
C -1.1976 -1.2785 -0.2923 0.01 -0.12 0.28
C -1.7203 3.3050 0.9234 -0.01 0.02 -0.03
H 1.7529 -2.2789 -3.3248 -0.05 -0.03 -0.02
H -0.9448 2.8085 1.4979 -0.02 0.00 0.01
C 2.3738 -1.9598 0.1015 0.15 0.23 0.06
H 3.2147 -0.9770 -2.0048 -0.10 -0.05 0.05
H -0.9707 -2.3114 -0.5661 0.04 0.03 -0.08
H 2.0838 -0.3470 -4.4192 -0.17 -0.15 0.04
P 1.8441 -0.7457 -1.3411 0.40 0.01 -0.21
H 0.5063 -0.0515 -4.5669 -0.04 0.25 -0.13
N 1.3739 0.3557 -4.2270 0.11 -0.22 0.13
O 1.0109 -3.4728 -1.8224 -0.03 0.00 0.15
H -0.8736 -4.0528 -2.4570 0.01 0.02 -0.02
H -1.8873 -0.8961 -1.0580 0.04 -0.07 -0.09
H -1.4668 4.3503 0.7562 0.01 0.01 0.03
B 0.1182 -0.3908 -0.3600 -0.09 0.14 -0.03
H 0.0946 -1.9026 -2.7954 0.01 0.08 0.09
H 0.4514 -4.4041 -3.5877 0.02 -0.02 0.01
O -2.1409 4.3863 3.3333 0.00 0.00 -0.02
H 4.9714 -1.0501 1.9525 -0.03 0.16 0.01
O 0.0624 0.7533 0.4045 -0.03 0.20 -0.16
C -3.0312 3.7845 2.7887 -0.01 0.01 0.04
H -4.2766 5.2375 4.5821 0.01 0.00 0.00
```
Positions in Å, forces in eV/Å.

Values from the calculation:
* HOMO energy: -2.4 eV
* energy: -35693.4898 eV
* net charge: -1



3.
Entry from the Open Molecules 2025 dataset: C32H31AsN3O3Ti as an isolated structure (ωB97M-V/def2-TZVPD).

```
71
Properties=species:S:1:pos:R:3:forces:R:3
C -0.1209 4.0078 0.5577 -0.01 -0.01 0.03
C 3.5809 -2.9487 -1.9495 -0.02 -0.01 0.00
H -1.2975 -2.4523 -5.9215 0.00 0.00 0.00
H 0.0316 -0.8670 -4.6063 0.00 -0.02 -0.02
H 0.3671 3.8969 -0.4028 0.00 -0.01 0.00
C 4.5343 -2.0522 -2.4186 -0.01 0.03 0.00
C -0.8193 1.7028 3.2897 0.02 0.04 -0.13
H 1.5128 -3.2760 -1.5142 0.00 -0.01 0.00
N -0.1042 0.7666 2.6500 -0.06 0.18 0.04
C 2.2627 -2.5461 -1.8029 0.01 0.00 0.02
H -3.4286 1.8790 2.1640 -0.03 0.00 0.01
H -2.5679 -0.2683 -2.1137 -0.01 -0.01 0.00
C 0.2483 0.6546 -2.2353 -0.23 -0.23 -0.29
H -1.1196 -2.9450 -1.0130 0.01 0.01 0.00
O 0.0688 -0.8669 -0.4664 0.04 -0.07 -0.21
H -0.4245 6.1160 0.3828 0.00 0.00 0.00
H 4.7929 -1.6733 0.7657 0.00 0.01 -0.01
C -1.8795 -3.7189 -2.8398 0.01 0.02 -0.02
C -0.5142 -1.6523 -4.1020 0.02 0.03 0.02
H -1.6217 6.2539 2.5702 0.00 0.00 0.01
H -2.5190 -4.2906 -4.8040 0.00 0.00 -0.01
H -1.2636 0.0821 6.2023 0.00 0.00 0.00
H -2.9479 -1.2922 -0.7117 0.00 -0.01 -0.01
N 1.8732 -0.1850 1.4582 -0.08 -0.08 -0.06
C -2.7977 2.6926 -0.8911 0.04 0.04 -0.03
H 3.8568 -3.9738 -1.7398 0.00 0.00 0.00
C 3.0261 -0.4715 0.8404 0.01 -0.01 0.02
H 2.5845 0.6732 -2.8566 0.01 0.00 0.00
C 1.5100 -0.9109 2.5533 -0.11 0.04 -0.03
C 0.4381 -0.8417 -1.9348 0.08 0.02 0.01
H -4.5709 0.9441 1.1814 0.00 0.00 0.00
C -0.9185 0.2856 5.1968 0.01 0.01 -0.02
H -1.8452 2.2263 5.1098 0.00 0.00 0.01
N -0.2609 2.8924 1.2964 -0.01 0.03 -0.15
C -1.2386 5.3081 2.2090 0.01 0.01 -0.03
H -3.8220 2.6145 -1.2559 0.00 -0.01 0.01
As -2.3755 1.0482 0.0238 0.11 -0.04 0.04
H 0.3161 -1.4740 5.1017 0.00 0.00 0.00
H -2.7207 3.5431 -0.2174 -0.01 -0.01 0.01
C 4.1666 -0.7517 -2.7383 0.02 -0.03 0.01
C -1.3932 4.1533 2.9763 0.00 0.00 0.04
C -0.0515 -0.6065 4.5723 -0.02 0.01 0.04
H 0.3896 -1.7097 -0.1087 0.03 0.04 0.04
C 2.8507 -0.3393 -2.5723 -0.03 0.02 0.00
C -1.1427 -2.8139 -2.0892 -0.01 -0.02 -0.01
C 1.8959 -1.2324 -2.0936 -0.01 0.01 0.01
H 4.8987 -0.0627 -3.1378 0.00 0.00 0.00
C 0.3717 -0.3083 3.2908 0.08 -0.02 -0.06
C -0.4678 -1.7687 -2.7154 -0.05 -0.02 0.08
O 0.6563 1.4089 -1.1360 0.02 0.35 0.43
C 3.4416 -2.2889 2.3273 0.02 0.02 -0.04
H -2.1266 2.8210 -1.7403 -0.01 0.01 0.00
C -1.9446 -3.5855 -4.2190 -0.01 -0.01 0.01
H 5.5558 -2.3764 -2.5673 0.00 0.00 0.00
C 2.2454 -1.9891 2.9819 0.08 0.01 0.05
H 1.9266 -2.5672 3.8381 0.01 0.00 0.00
C -0.8799 2.9651 2.5108 0.04 -0.03 -0.07
H -2.3992 -4.5295 -2.3471 0.00 0.00 0.00
C -1.2678 1.4839 4.5772 -0.02 0.00 0.04
C 3.8540 -1.4983 1.2704 -0.02 -0.02 0.04
H -1.8824 4.1999 3.9394 0.00 0.01 0.00
H -4.1300 -0.0890 -1.2828 0.00 0.01 0.01
Ti 0.2783 0.9778 0.5580 0.03 -0.34 0.08
H -3.3448 0.0959 2.1484 -0.03 0.00 0.01
C -0.5789 5.2376 0.9937 -0.01 0.03 0.03
O -0.2092 1.1516 -3.1988 0.08 0.10 0.09
C -3.0695 -0.3053 -1.1486 -0.02 -0.04 -0.04
C -1.2606 -2.5536 -4.8455 0.01 0.01 -0.02
H 3.2896 0.1327 -0.0174 0.00 -0.01 -0.02
H 4.0504 -3.1186 2.6622 -0.01 0.00 0.01
C -3.5481 0.9859 1.5554 0.04 0.00 0.04
```
Positions in Å, forces in eV/Å.

Values from the calculation:
* HOMO energy: -16.3 eV
* energy: -128231.7983 eV
* energy relative to the best compared isomer or geometry (same formula, charge and spin): 0.4603 eV
* net charge: +3



4.
Entry from the Open Molecules 2025 dataset: C24H25CrN5O4S as an isolated structure (ωB97M-V/def2-TZVPD).

```
60
Properties=species:S:1:pos:R:3:forces:R:3
H -2.6137 -1.1527 -1.9290 0.00 0.01 -0.01
H 4.3636 -1.4103 1.8615 0.00 -0.01 -0.01
H 2.2467 -1.8898 0.6282 0.00 0.00 -0.01
C -3.1662 -0.5161 -1.2478 0.03 -0.01 0.00
H -4.8054 2.8895 3.4072 0.00 0.00 0.00
H -0.7462 3.4053 3.0059 0.01 0.02 0.01
H 1.2853 4.1052 4.1895 0.00 0.00 0.00
H 2.4123 -3.0081 -3.7285 -0.02 -0.01 0.01
O -0.1341 -1.8158 -0.7917 -0.04 0.12 0.23
C -4.5027 1.0742 0.5633 -0.02 -0.01 -0.02
H -6.1613 2.0798 1.5227 0.00 0.00 0.00
H 3.3214 2.7264 4.1566 0.00 0.00 0.00
C 3.5145 -0.7527 1.9792 0.01 0.01 0.01
C -4.3446 2.3125 2.6170 0.02 0.00 0.00
C 0.0848 1.5681 2.3046 -0.07 0.02 -0.03
H -5.0430 -0.7057 -2.2808 0.00 0.00 0.00
C -0.6465 -3.0032 -0.5847 0.02 -0.04 -0.03
N -0.9767 0.9888 1.5916 0.04 0.02 -0.09
C 0.1157 2.7570 2.9877 0.01 -0.01 0.00
H -2.2256 -1.7670 1.8472 0.00 0.01 0.01
C 3.7248 -0.6173 -3.2628 0.05 -0.04 -0.02
C 1.2953 3.1664 3.6525 -0.01 -0.01 -0.01
O -0.5174 -3.9717 -1.2933 0.00 0.02 0.00
C -5.1032 1.8612 1.5766 -0.01 0.00 0.00
C 2.3192 -1.0414 1.2976 0.00 -0.02 -0.05
H 3.7022 1.3951 -2.4895 0.00 0.01 0.00
C -2.9569 2.0511 2.6941 0.00 -0.01 -0.03
Cr -0.5395 -0.3319 0.3471 0.11 -0.49 -0.22
C 2.4299 2.4094 3.6322 0.00 0.00 0.00
N -2.4873 -0.0040 -0.2444 -0.11 0.06 -0.04
C 0.1604 1.0314 -1.0604 -0.42 -0.05 0.63
H -1.6011 -3.9949 0.9480 0.03 0.00 0.01
H 4.4998 0.6301 3.2737 0.00 0.00 0.00
C 1.2881 0.8116 2.2146 -0.03 -0.03 -0.01
N -1.4284 -3.0728 0.5764 -0.07 0.02 -0.01
C 3.5844 0.3677 2.7581 -0.02 0.02 0.00
C 4.3797 0.5432 -2.5308 0.00 0.00 -0.02
C -2.3307 1.3374 1.7024 0.05 -0.02 0.06
C -3.1309 0.8049 0.6499 0.03 -0.03 0.01
H 0.2599 -1.0035 -4.6489 0.01 0.01 0.00
H 3.4716 -0.3530 -4.2892 0.00 0.00 0.00
C 1.0330 -1.7405 -4.8577 0.00 -0.01 -0.01
C 1.5774 -2.3219 -3.5656 0.05 -0.01 0.00
H 4.6556 0.2650 -1.5121 -0.01 0.00 0.01
H -6.2596 0.7148 -0.6450 0.00 0.00 0.00
C 2.4511 1.2033 2.8892 0.04 0.00 0.01
N -1.3062 -2.0040 1.4853 0.01 0.11 -0.04
H -2.4047 2.4071 3.5494 -0.02 0.01 0.02
C -4.5364 -0.2657 -1.4343 -0.01 -0.01 -0.01
H 5.2837 0.8516 -3.0537 0.01 0.00 0.01
H 1.8048 -1.2648 -5.4615 0.00 0.00 0.00
S 2.2040 -1.0755 -2.4208 0.00 0.03 -0.04
H 0.5950 -2.5437 -5.4495 0.00 0.00 0.00
C -5.2008 0.5174 -0.5335 0.01 0.01 0.03
H -0.7053 -2.2427 2.2714 0.02 0.00 -0.02
O 1.3249 0.1507 -2.5879 0.01 -0.07 0.00
N 1.2468 -0.2889 1.4052 0.09 0.05 0.05
H 4.3545 -1.5100 -3.2640 0.01 0.01 -0.02
O 0.0745 2.0988 -1.4127 0.23 0.36 -0.39
H 0.8096 -2.8553 -3.0057 0.00 -0.01 0.01
```
Positions in Å, forces in eV/Å.

Values from the calculation:
* <S²>: 0.787
* HOMO energy (alpha / beta): -10.8 / -10.8 eV
* spin multiplicity: 2
* energy: -80187.3706 eV
* energy relative to the best compared isomer or geometry (same formula, charge and spin): 0.0000 eV
* net charge: +1